Density functional theory data (ωB97M-V with the def2-TZVPD basis set) for a 4-piece molecular cluster, C16H33INO16P3 overall.

Element x y z (Å)
1 I 0.352 3.680 0.538
2 P -2.380 6.666 -2.321
3 P 4.354 -1.594 -3.086
4 P -2.347 -4.450 3.834
5 O -2.669 6.718 -3.948
6 O 3.879 -3.164 -2.536
7 O 4.828 -0.024 -3.637
8 O 3.553 2.160 1.845
9 O 3.942 -1.968 -4.513
10 O 1.731 -1.956 0.767
11 O -3.846 5.777 -2.093
12 O -0.914 7.556 -2.548
13 O -1.649 -3.290 3.119
14 O -1.730 -4.598 5.361
15 O -3.553 -3.358 4.422
16 O -3.017 7.890 -1.657
17 O -2.792 1.587 -0.666
18 O -1.141 -5.542 3.246
19 O 5.940 -1.998 -2.854
20 O 2.437 -0.107 2.146
21 N -0.968 0.085 -0.081
22 C 0.344 0.391 0.591
23 C 1.498 -0.693 1.129
24 C -1.400 -1.308 0.423
25 C 1.053 1.650 0.938
26 C -0.334 -4.484 5.574
27 C 2.514 1.320 1.683
28 C -3.693 4.382 -2.274
29 C -4.309 -3.788 5.536
30 C -3.949 7.093 -4.428
31 C 5.709 0.701 -2.803
32 C 6.436 -3.232 -3.343
33 C -1.501 -6.904 3.376
34 C -2.103 0.980 0.341
35 C -0.016 7.062 -3.522
36 C 3.762 -3.257 -1.128
37 C -2.612 1.235 1.903
38 H 6.740 0.389 -2.989
39 H 0.018 5.968 -3.498
40 H -2.320 -7.133 2.689
41 H -1.645 1.224 2.578
42 H -3.215 4.168 -3.233
43 H 7.475 -3.096 -3.651
44 H 5.623 1.767 -3.048
45 H -3.177 2.286 1.945
46 H -2.588 -1.381 0.333
47 H -1.807 -7.125 4.401
48 H -0.636 -7.522 3.123
49 H -4.681 3.915 -2.260
50 H 0.160 -3.887 4.806
51 H 0.985 7.454 -3.305
52 H -0.845 -2.186 -0.115
53 H -3.826 7.636 -5.368
54 H -0.165 -4.018 6.548
55 H -1.195 -1.265 1.598
56 H 5.861 -3.608 -4.190
57 H -4.531 6.186 -4.631
58 H -3.760 -3.586 6.459
59 H -4.543 -4.854 5.458
60 H 6.415 -3.969 -2.531
61 H -5.247 -3.220 5.563
62 H -3.091 3.971 -1.461
63 H -0.313 7.411 -4.514
64 H 2.905 -2.668 -0.793
65 H -3.351 0.337 2.128
66 H 4.671 -2.896 -0.642
67 H 3.607 -4.304 -0.857
68 H 0.105 -5.489 5.596
69 H 5.452 0.557 -1.749
70 H -4.492 7.723 -3.723

* energy: -3209.281449 Ha
* SMILES: CC(=O)N(C)C1=C(I)C(=O)OC1=O.COP(=O)(OC)OC.COP(=O)(OC)OC.COP(=O)(OC)OC
* frontier orbital gap: 6.1587 eV
* charge: 0

Density functional theory data (ωB97M-V with the def2-TZVPD basis set) for one molecule with the formula C4H10N2O.

Element x y z (Å)
1 O 2.001 -1.115 0.684
2 N 1.899 0.936 -0.386
3 N -0.482 0.068 -0.959
4 C -0.121 0.095 0.715
5 C 1.263 -0.106 0.194
6 C -1.913 0.345 -1.062
7 C -0.516 -0.837 1.704
8 H -1.378 -0.625 2.321
9 H -0.316 -1.892 1.562
10 H -0.341 1.147 0.936
11 H -0.329 -0.821 -1.433
12 H 2.940 -1.007 0.472
13 H -2.524 -0.416 -0.556
14 H 1.262 1.528 -0.912
15 H 2.893 0.986 -0.562
16 H -2.126 1.317 -0.611
17 H -2.212 0.397 -2.109

* energy: -342.985451 Ha
* frontier orbital gap (spin up / spin down): 5.5593 / 5.5598 eV
* ΔE to the lowest compared entry with this formula, charge and spin: 135.55 kcal/mol
* charge: 0

Density functional theory data (ωB97M-V with the def2-TZVPD basis set) for one molecule with the formula C24H24ClNO6.

Element x y z (Å)
1 Cl -2.426 -4.148 -0.493
2 O 4.729 1.200 -1.017
3 O 5.655 -0.822 -1.223
4 O -5.441 0.789 -1.794
5 O 0.199 1.392 0.966
6 O 2.819 -0.533 2.244
7 O -4.133 -0.212 -0.317
8 N 2.469 0.156 0.118
9 C -1.163 2.820 -0.948
10 C 0.244 -3.849 -0.302
11 C -2.976 -0.295 0.373
12 C -4.383 0.791 -1.215
13 C 4.655 0.006 -0.928
14 C -1.293 3.917 0.118
15 C -1.568 -2.785 2.843
16 C -0.286 5.035 -0.114
17 C -0.674 -0.677 1.830
18 C -0.941 -3.331 -0.803
19 C -3.328 1.762 -1.384
20 C -2.871 -1.387 1.228
21 C 1.437 -3.220 -0.600
22 C -2.157 1.726 -0.705
23 C 2.772 -1.421 -1.734
24 C 0.262 -1.552 -1.847
25 C -1.711 -1.601 1.942
26 C -1.940 0.651 0.238
27 C -0.940 -2.177 -1.567
28 C 3.401 -0.748 -0.500
29 C 1.290 1.302 1.854
30 C -0.781 0.443 1.028
31 C 2.283 0.208 1.451
32 C 1.463 -2.075 -1.387
33 H -0.147 2.430 -0.940
34 H 0.730 4.650 -0.071
35 H 6.444 -0.329 -1.501
36 H -0.394 5.806 0.645
37 H -2.099 -3.641 2.436
38 H 2.362 -3.634 -0.227
39 H 2.615 -0.665 -2.507
40 H 0.259 -0.657 -2.452
41 H -3.534 2.540 -2.103
42 H -3.708 -2.064 1.294
43 H -2.307 4.321 0.087
44 H 0.229 -4.743 0.300
45 H 2.056 0.870 -0.462
46 H -1.136 3.480 1.104
47 H -1.995 -2.559 3.821
48 H -1.357 3.262 -1.928
49 H -1.867 -1.780 -1.950
50 H -0.438 5.491 -1.090
51 H 3.674 -1.494 0.253
52 H -0.521 -3.041 2.980
53 H 3.477 -2.163 -2.114
54 H 1.797 2.271 1.786
55 H 0.227 -0.861 2.391
56 H 0.967 1.146 2.889

* energy: -1895.420421 Ha
* SMILES: CCCc1cc(=O)oc2cc(C)cc(OCC(=O)N[C@@H](Cc3ccc(Cl)cc3)C(=O)O)c12
* frontier orbital gap: 8.7551 eV
* ΔE to the lowest compared entry with this formula, charge and spin: 0.00 kcal/mol
* charge: 0

Density functional theory data (ωB97M-V with the def2-TZVPD basis set) for C5H11NO as an isolated structure.

Element x y z (Å)
1 O 0.204 -1.795 -1.295
2 N -0.075 -0.821 0.931
3 C 1.522 0.169 -0.811
4 C -1.015 0.542 -1.264
5 C 0.320 -0.737 -0.719
6 C -1.323 -0.593 0.553
7 C 0.464 0.102 1.925
8 H 1.745 0.306 -1.874
9 H 0.102 -0.150 2.933
10 H -2.030 0.228 -1.525
11 H -1.969 0.090 1.114
12 H 2.345 -0.377 -0.338
13 H -1.821 -1.386 0.001
14 H 0.183 1.145 1.725
15 H -0.511 0.660 -2.231
16 H 1.384 1.148 -0.350
17 H 1.552 0.026 1.953
18 H -0.985 1.545 -0.819

* energy: -326.948651 Ha
* frontier orbital gap: 8.7358 eV
* ΔE to the lowest compared entry with this formula, charge and spin: 114.64 kcal/mol
* charge: 0